Record 1
C62H54F3N4O6P3S3Tl | ωB97M-V with the def2-TZVPD basis set

Structure (ORCA input):
```
! RIJCOSX wB97M-V def2-TZVPD def2/J DEFGRID3
* xyz 1 1
Tl 0.22 -1.23 -0.09
O 0.22 -2.21 5.57
C -0.96 -2.67 5.11
C -1.90 -3.08 6.06
C -3.12 -3.57 5.67
C -3.45 -3.67 4.31
C -2.53 -3.26 3.37
C -1.29 -2.75 3.75
C -0.36 -2.33 2.68
O -0.80 -2.33 1.48
N 0.86 -1.97 3.03
N 1.65 -1.68 1.94
C 2.89 -1.64 2.25
S 3.42 -2.08 3.86
C 5.16 -1.69 3.56
C 5.46 -1.98 2.10
S 4.15 -1.19 1.14
H 0.77 -1.98 4.78
H -1.63 -3.01 7.11
H -3.83 -3.89 6.42
H -4.41 -4.07 4.01
H -2.75 -3.34 2.31
H 5.76 -2.33 4.21
H 5.35 -0.65 3.80
H 5.45 -3.05 1.90
H 6.41 -1.56 1.77
O 0.71 -4.54 0.57
N 1.24 -3.66 -0.35
C 2.43 -3.99 -0.64
C 3.35 -3.38 -1.63
C 4.33 -4.27 -2.06
C 5.28 -3.92 -3.00
C 5.29 -2.63 -3.50
C 4.33 -1.73 -3.08
C 3.35 -2.08 -2.15
P 2.09 -0.80 -1.88
C 2.89 0.76 -1.42
C 4.26 0.95 -1.29
C 4.75 2.19 -0.91
C 3.88 3.24 -0.65
C 2.51 3.06 -0.77
C 2.02 1.81 -1.14
C 1.56 -0.55 -3.59
C 2.06 0.48 -4.38
C 1.87 0.43 -5.76
C 1.18 -0.63 -6.33
C 0.64 -1.63 -5.53
C 0.82 -1.59 -4.16
H -0.23 -4.57 0.31
H 2.81 -4.89 -0.15
H 4.32 -5.28 -1.67
H 6.01 -4.65 -3.34
H 6.03 -2.33 -4.23
H 4.33 -0.73 -3.51
H 4.95 0.15 -1.51
H 5.82 2.34 -0.82
H 4.27 4.21 -0.36
H 1.82 3.88 -0.59
H 0.95 1.66 -1.22
H 2.62 1.29 -3.94
H 2.28 1.21 -6.38
H 1.05 -0.67 -7.41
H 0.08 -2.44 -5.98
H 0.41 -2.38 -3.53
C -2.33 2.21 -0.06
N -1.22 3.07 0.30
C -0.41 2.72 1.46
P -0.38 0.94 1.96
C 0.95 1.12 3.20
C 0.79 0.85 4.56
C 1.86 0.98 5.43
C 3.10 1.39 4.96
C 3.28 1.63 3.61
C 2.22 1.48 2.73
C -1.93 0.77 2.90
C -2.80 -0.26 2.56
C -4.01 -0.39 3.23
C -4.36 0.50 4.22
C -3.49 1.54 4.57
C -2.28 1.68 3.90
C -1.13 4.39 -0.17
C -0.24 5.30 0.43
C -0.13 6.61 -0.04
C -0.91 7.06 -1.09
C -1.81 6.17 -1.67
C -1.92 4.87 -1.23
P -2.02 0.67 -1.10
C -3.79 0.32 -1.42
C -4.51 0.97 -2.43
C -5.86 0.74 -2.58
C -6.53 -0.13 -1.73
C -5.83 -0.75 -0.70
C -4.47 -0.52 -0.55
C -1.48 1.28 -2.74
C -0.82 2.49 -2.92
C -0.60 2.99 -4.20
C -1.03 2.28 -5.30
C -1.62 1.03 -5.13
C -1.82 0.52 -3.86
H -3.10 2.76 -0.60
H -2.82 1.81 0.84
H -0.75 3.26 2.35
H 0.63 2.99 1.29
H -0.17 0.52 4.94
H 1.72 0.76 6.48
H 3.93 1.50 5.65
H 4.25 1.93 3.23
H 2.38 1.64 1.67
H -2.52 -0.98 1.80
H -4.68 -1.20 2.96
H -5.30 0.40 4.74
H -3.75 2.23 5.35
H -1.61 2.48 4.18
H 0.36 5.01 1.28
H 0.57 7.28 0.45
H -0.83 8.08 -1.44
H -2.44 6.50 -2.49
H -2.62 4.22 -1.73
H -4.02 1.67 -3.10
H -6.40 1.25 -3.37
H -7.59 -0.32 -1.86
H -6.34 -1.41 -0.01
H -3.94 -1.04 0.24
H -0.51 3.08 -2.08
H -0.12 3.95 -4.32
H -0.90 2.68 -6.30
H -1.94 0.46 -5.99
H -2.28 -0.45 -3.73
F -2.23 -4.47 -3.50
C -3.03 -3.81 -2.67
F -4.08 -4.57 -2.39
F -3.46 -2.70 -3.29
S -2.14 -3.37 -1.13
O -3.16 -2.96 -0.20
O -1.36 -4.53 -0.78
O -1.30 -2.24 -1.64
*
```

Results
LUMO energy	-3.84	eV
relative energy (zero: lowest compared OMol25 entry of this formula, charge and spin)	0.000	eV
frontier orbital gap	6.1	eV
total energy	-5755.9806	Eh
HOMO	-0.3652	Ha

---

Record 2
C3H2N2O | ωB97M-V with the def2-TZVPD basis set

Structure (ORCA input):
```
! RIJCOSX wB97M-V def2-TZVPD def2/J DEFGRID3
* xyz 0 1
C 1.24 0.86 -0.47
C 0.53 0.53 0.52
C 0.05 -0.25 -0.84
N -0.93 -0.80 0.15
N -0.44 0.05 1.28
O -0.78 0.17 2.41
H -0.40 0.39 -1.58
H 0.73 -0.96 -1.46
*
```

Results
LUMO energy (spin up / spin down)	-1.16 / -1.16	eV
relative energy (zero: lowest compared OMol25 entry of this formula, charge and spin)	8.136	eV
frontier orbital gap (spin up / spin down)	9.3 / 9.3	eV
total energy	-299.9324	Eh
HOMO (spin up / spin down)	-0.3837 / -0.3838	Ha

---

Record 3
C10H18OS4 | ωB97M-V with the def2-TZVPD basis set

Structure (ORCA input):
```
! RIJCOSX wB97M-V def2-TZVPD def2/J DEFGRID3
* xyz 0 1
C 2.37 -2.45 -0.15
C 2.09 -0.37 -1.13
C 0.80 -0.50 -2.03
C -0.24 0.43 -1.57
C -0.94 2.94 -0.89
C -0.40 2.74 0.61
C -2.52 0.99 1.17
C -1.76 0.05 2.10
C 0.27 -1.94 1.27
C 0.75 -2.67 0.03
H 2.61 -1.97 0.89
H 2.74 -3.55 -0.20
H 2.67 0.53 -1.62
H 2.06 -0.07 -0.09
H 0.96 -0.12 -3.11
H -0.59 0.52 -0.58
H -1.12 0.10 -2.19
H -1.99 2.49 -1.09
H -1.15 4.10 -1.24
H 0.13 1.73 0.64
H 0.52 3.35 0.97
H -3.53 0.83 1.43
H -2.28 0.62 0.18
H -2.41 -0.15 3.09
H -0.73 0.21 2.26
H 0.95 -0.94 1.26
H 0.67 -2.44 2.10
H 0.43 -3.67 0.17
O 2.84 -1.71 -1.20
S 0.27 2.25 -2.15
S -1.97 2.69 1.59
S -1.58 -1.75 1.30
S 0.08 -2.29 -1.84
*
```

Results
LUMO energy	0.60	eV
relative energy (zero: lowest compared OMol25 entry of this formula, charge and spin)	3.127	eV
frontier orbital gap	9.3	eV
total energy	-2059.6369	Eh
SMILES string	C1CSC[C@H]2COC[C@@H](CSCCS1)S2
HOMO	-0.3185	Ha

---

- The highest total energy belongs to which entry?
  C3H2N2O